Computed, not measured: a cluster of 17 separate species, C92H142N20O30P2 in total in a non-equilibrium geometry, with the ωB97M-V functional and the def2-TZVPD basis.

As for the total charge: +2. For the max |F|, the calculation gives 3.9 eV/A. The HOMO-LUMO gap is 6.35 eV. The spin multiplicity is 1. As for the calculated total energy: -207460.4751 eV.

Last column: Löwdin charge in e.
CARTESIAN COORDINATES (ANGSTROEM)
P: 1.6628 -6.1244 0.2110  0.96
P: -5.4133 -4.0897 -3.3465  0.95
O: 2.2077 6.3068 3.8052  -0.07
O: -2.0079 -1.8261 -3.7810  -0.06
O: -1.8214 4.2706 1.8455  -0.04
O: -1.7784 9.8388 -0.0689  -0.01
O: -3.0431 8.0464 0.1010  -0.08
O: 2.1825 2.2822 7.2758  -0.10
O: 1.6638 6.2166 -4.7579  -0.01
O: 2.5502 -1.4917 1.2063  -0.08
O: 2.1564 -3.2479 -2.1208  -0.04
O: 1.4315 4.6071 2.8106  -0.01
O: 3.3364 -1.5846 -2.7754  -0.05
O: -1.7473 -0.6078 -5.5701  -0.02
O: -4.9848 -1.3312 2.3015  -0.04
O: 2.1834 -1.6791 3.3269  -0.06
O: -2.0514 4.0147 3.9565  -0.04
O: 2.4785 3.6425 8.9550  -0.02
O: 1.9267 4.3117 -3.7447  -0.09
O: 6.1811 3.5689 -0.7449  0.00
O: 4.8892 2.2344 -1.8123  -0.03
O: 3.1322 4.4196 4.1175  -0.06
O: 6.8617 2.2973 -2.3553  -0.08
O: -1.2980 8.3495 1.3988  -0.05
O: 2.6936 6.1185 -2.8401  -0.01
O: -4.5590 -1.1919 0.1253  -0.05
O: -0.6471 -0.2078 -3.7690  -0.04
O: -3.0004 -1.5531 1.5329  -0.07
O: 0.8761 -0.3961 2.1305  0.02
O: 0.5167 3.3848 8.0587  -0.05
O: 4.2317 -3.1478 -1.6231  -0.04
O: -3.7342 4.4052 2.7246  -0.02
N: 2.1316 5.6044 -3.7941  -0.58
N: -5.3333 1.6822 2.3388  -0.07
N: 2.2655 5.1020 3.5469  -0.64
N: 2.1709 -0.3303 -5.8662  -0.04
N: 2.0368 6.2223 0.2961  -0.09
N: 5.9713 2.7434 -1.6197  -0.65
N: 1.7306 3.0870 8.1149  -0.57
N: -0.1343 -0.2353 -0.8285  -0.05
N: -2.5309 4.2413 2.8698  -0.63
N: -4.2011 -1.2801 1.3172  -0.58
N: 0.3044 -0.3545 5.5660  -0.03
N: 5.2064 2.7527 5.7891  -0.07
N: -1.9934 8.7369 0.4511  -0.55
N: 1.8292 -1.1813 2.2196  -0.53
N: 6.1550 -0.1595 -0.4476  -0.06
N: -4.1739 10.4712 1.7311  -0.06
N: 3.2284 -2.6606 -2.2049  -0.60
N: -1.4504 -0.8906 -4.4011  -0.59
N: -0.3452 6.9067 6.2008  -0.04
N: 5.3120 5.7619 -4.7012  -0.07
C: 5.9242 4.6033 -4.2679  0.03
C: 7.0579 0.9412 1.4787  0.05
C: 4.5731 1.6023 5.5641  0.01
C: 2.4891 -4.7446 0.7821  -0.28
C: -2.7215 9.0647 3.6102  -0.16
C: -1.4992 8.9046 5.6822  0.06
C: -0.0311 -6.2634 0.7773  -0.23
C: 3.1601 -6.5101 -2.1693  -0.23
C: 5.3228 3.4128 -4.5663  0.02
C: 6.2454 2.6869 3.7175  0.06
C: -4.1099 1.8250 1.7289  0.03
C: 2.9384 5.3506 -0.0489  -0.04
C: 1.3026 1.4971 -1.5597  0.05
C: 1.7625 -6.2126 -1.6013  -0.27
C: -6.0324 -4.7522 -1.8253  -0.25
C: -1.8677 0.5964 4.4479  -0.15
C: 2.4491 7.4310 0.9622  0.01
C: -3.3033 11.1290 2.5263  0.02
C: -1.6724 -4.6792 -5.0509  -0.25
C: 1.4287 0.8205 -5.6105  0.05
C: 5.6667 1.4469 3.3945  -0.09
C: -8.4426 -7.2763 -5.1614  -0.12
C: -4.7987 11.0970 0.5079  0.05
C: -0.7892 -4.1788 2.2258  -0.26
C: 3.5017 -0.2510 -5.9061  -0.01
C: -3.7157 8.4363 2.8403  0.05
C: 1.2370 3.7761 -0.4793  -0.12
C: -1.6470 -0.7702 4.3854  0.05
C: -7.9140 -4.9213 -4.2088  -0.24
C: 0.3861 6.0458 7.1988  0.06
C: 4.9958 -0.3191 0.1710  0.01
C: 6.3701 -0.7822 -1.7900  0.03
C: 4.2142 0.8817 -5.5573  0.05
C: 0.9302 0.1607 -1.5445  0.00
C: -4.4214 9.1510 1.8786  -0.02
C: 3.3977 -6.0488 -3.6317  -0.22
C: 2.0827 1.9902 -5.5827  0.04
C: 6.0283 3.3221 4.9129  0.00
C: 4.8918 -4.2342 3.9268  -0.08
C: 4.8379 0.1292 1.4532  0.06
C: -6.8707 -4.2451 1.2797  -0.11
C: -0.9948 -4.7306 -6.4491  -0.09
C: 0.6970 2.3835 -0.7048  -0.10
C: -0.4056 1.9526 0.0477  0.06
C: 3.7227 4.5325 -5.9495  0.03
C: 2.2950 -6.6058 -4.5524  -0.09
C: -1.3970 -4.9395 3.4232  -0.07
C: 5.0236 3.5079 7.0221  0.02
C: -5.3442 -2.3111 -3.2201  -0.21
C: -7.0741 -1.2706 -4.8586  -0.25
C: -5.0963 -4.4998 -0.5562  -0.20
C: 5.8495 7.0679 -4.1822  0.04
C: 2.1800 -8.9116 0.1353  -0.23
C: 0.7044 5.9947 0.1417  0.04
C: -3.1817 -4.3054 -5.1140  -0.23
C: 1.6364 -0.8297 6.0714  0.01
C: 5.8406 0.8428 2.0736  -0.14
C: 3.6027 -11.0274 -0.3255  -0.12
C: -0.7517 6.3047 5.0598  0.03
C: 2.5991 4.0433 -0.4040  0.06
C: -4.3233 0.9700 4.3602  0.07
C: -2.9593 1.5282 2.4571  -0.01
C: 3.4790 2.0549 -5.5003  -0.10
C: 4.2764 5.7525 -5.5590  -0.02
C: -0.8307 0.6339 -0.0880  -0.01
C: -8.6621 -5.7604 -5.2874  -0.26
C: -1.0792 1.4834 5.0755  0.08
C: 2.9160 -4.7673 2.2909  -0.21
C: -5.4275 1.3707 3.6629  -0.01
C: -3.7452 -4.5450 -3.7159  -0.30
C: 7.1603 0.4914 0.1666  0.01
C: 1.4367 -1.6032 -5.8126  0.01
C: -6.2889 0.0143 -5.1257  -0.08
C: 4.1538 3.3687 -5.3294  -0.12
C: 3.4060 -9.7639 0.4938  -0.28
C: 0.2956 4.7764 -0.3482  0.03
C: -3.0555 1.0978 3.7441  -0.12
C: -5.7527 -5.0836 0.6895  -0.27
C: -0.5762 -1.2463 5.0607  -0.01
C: -0.6530 8.1617 6.4988  0.01
C: 2.4945 -7.5912 0.8063  -0.31
C: -6.8150 -1.7155 -3.4228  -0.22
C: 4.7682 1.0168 4.3570  0.04
C: -1.4829 6.9769 4.1131  0.08
C: 4.2553 -4.0672 2.4939  -0.23
C: -6.6300 1.7655 1.5924  0.04
C: -6.4432 -4.7146 -4.6715  -0.27
C: 0.0922 0.9821 5.6389  0.06
C: -1.8492 8.2659 4.4921  -0.11
C: -0.8671 -4.9135 0.9054  -0.19
C: -0.5741 -1.6463 -0.7159  0.03
C: -2.5245 10.3743 3.3638  0.00
H: 0.0263 -6.8112 1.7226  0.09
H: 2.2651 -7.6854 -4.4558  0.08
H: 1.5670 2.8902 -5.5049  0.10
H: -8.1801 -1.2251 -5.0400  0.13
H: -6.7508 0.7014 1.2745  0.11
H: -3.3430 -3.2831 -5.5121  0.12
H: -4.4762 0.7441 5.3825  0.13
H: -6.2466 -4.1023 -5.5989  0.12
H: 0.3645 0.7370 -5.5439  0.11
H: -1.4542 -4.2024 4.2042  0.06
H: -7.5868 -2.4157 -3.0389  0.09
H: 3.9102 -5.9867 -1.6084  0.08
H: -5.2366 -0.1262 -4.9985  0.06
H: 3.5026 7.4276 1.1574  0.09
H: -2.3837 -5.2472 3.0509  0.08
H: -0.4776 -7.0321 0.0791  0.11
H: -4.9793 -5.3492 1.4725  0.12
H: -6.6600 0.8124 -4.4870  0.08
H: 8.0215 0.5245 -0.4853  0.15
H: -6.8083 -2.0714 -5.5451  0.08
H: 0.6911 -1.6574 -6.5913  0.10
H: -7.4243 2.0093 2.3370  0.11
H: -3.7576 -5.5983 -3.4761  0.10
H: 1.2073 -7.0814 -1.8954  0.08
H: -1.6049 -5.3065 -7.1033  0.06
H: 5.3134 0.8991 -5.4649  0.14
H: 4.3331 -9.2158 0.1826  0.12
H: -1.9206 -5.1882 0.7380  0.10
H: -1.4230 -5.6239 -4.5178  0.11
H: 3.2756 -7.6053 -1.9813  0.11
H: 5.0201 7.6384 -3.7812  0.09
H: -2.0056 1.6628 2.0344  0.09
H: -7.8361 -5.3846 -3.2303  0.07
H: -6.8473 -0.9675 -2.7148  0.08
H: 6.2461 4.3601 5.0983  0.15
H: -6.1599 -6.0813 0.5250  0.10
H: 5.3607 -0.8684 -2.2541  0.07
H: 4.9558 -4.4069 1.6970  0.12
H: -1.6964 10.8632 3.8545  0.14
H: -0.2715 8.4465 7.4062  0.11
H: 3.4314 -4.7987 0.2228  0.09
H: 1.2647 -9.2933 0.6023  0.12
H: -4.4251 12.1054 0.3370  0.10
H: -5.9493 -5.6475 -4.9506  0.10
H: -6.5665 -3.3501 1.8647  0.06
H: -6.4265 1.2409 4.0472  0.14
H: -0.9459 -1.8417 0.2656  0.06
H: 4.7811 -5.2566 4.3459  0.08
H: 6.6184 6.7795 -3.4536  0.10
H: -8.7418 -7.8494 -6.0986  0.10
H: -4.7416 -1.9307 -4.0117  0.06
H: 2.7450 4.5794 -6.4643  0.15
H: -4.2362 -5.0866 -0.7835  0.08
H: 1.9245 7.4183 1.8983  0.07
H: 1.0009 -1.6803 -4.7998  0.10
H: 6.9444 0.0413 -2.3346  0.10
H: 3.6076 -7.3566 0.6883  0.12
H: 2.1327 -3.8240 0.4120  0.07
H: -3.1488 12.1901 2.3914  0.15
H: 4.1231 -0.7568 -0.3217  0.13
H: 6.9051 -1.7445 -1.6553  0.12
H: 4.7919 2.8026 7.7695  0.08
H: 2.5332 -7.6538 1.9503  0.13
H: -3.8234 7.3447 2.8528  0.14
H: 3.9066 6.6564 -6.0025  0.15
H: 1.3087 -5.3283 -2.0851  0.09
H: 2.1942 1.7487 -2.1410  0.12
H: 1.4664 -0.6313 -2.0947  0.12
H: -4.4000 10.4762 -0.2904  0.09
H: 2.6866 -11.6399 -0.3178  0.08
H: 4.2981 0.0830 4.2676  0.10
H: -7.5149 -3.7946 0.5129  0.07
H: -0.8869 -3.7434 -6.9093  0.06
H: 5.7869 2.5354 -4.1998  0.08
H: 3.7165 -10.7139 -1.3868  0.08
H: 6.2264 7.6076 -5.1034  0.12
H: -1.6654 0.1789 0.4656  0.12
H: 3.3046 -4.9345 -3.6453  0.09
H: -8.2416 -5.3655 -6.3059  0.13
H: -1.9160 9.8606 5.9727  0.13
H: -1.4458 -3.3820 2.1475  0.05
H: -1.3781 -1.7459 -1.4581  0.10
H: -9.1429 -7.5802 -4.3019  0.10
H: -0.6461 -4.3755 -0.0216  0.09
H: -1.2406 -3.8892 -4.3762  0.09
H: 0.2094 -2.2455 -1.0250  0.05
H: 5.9472 -4.0434 3.8906  0.05
H: 1.9755 -2.5206 -5.9264  0.09
H: -0.8716 2.6376 0.7376  0.08
H: -3.6359 -4.9711 -5.8202  0.09
H: 7.8724 1.5001 1.8592  0.12
H: 0.0560 -5.0830 -6.4120  0.06
H: 4.0402 1.1340 6.4259  0.15
H: -8.4065 -3.9056 -4.0512  0.12
H: 3.3305 3.3725 -0.8764  0.10
H: 3.9348 -1.2679 -6.0935  0.16
H: 4.2530 4.2867 6.9231  0.11
H: -1.1327 2.5835 5.0461  0.13
H: 3.4581 -10.0566 1.5438  0.12
H: -9.7699 -5.5362 -5.2414  0.12
H: 0.0061 6.7785 0.5425  0.14
H: 2.0966 -4.3979 2.9163  0.09
H: 2.3575 -6.2284 -5.5543  0.06
H: 4.0836 -2.9656 2.3361  0.09
H: 2.9370 -5.8381 2.5330  0.08
H: -4.0757 2.2481 0.6708  0.19
H: -4.8062 -3.4627 -0.3506  0.09
H: -6.2219 -5.8411 -1.9398  0.12
H: -6.6696 2.5178 0.8336  0.09
H: 0.7550 6.6886 7.9793  0.10
H: 0.1492 -3.8045 2.5838  0.08
H: 4.4694 -3.5364 4.6385  0.05
H: -2.1829 -1.5025 3.7981  0.12
H: 1.8676 -1.9029 6.1122  0.11
H: -1.7664 6.6526 3.1652  0.09
H: -0.3304 5.3833 7.6269  0.09
H: -0.7705 4.6433 -0.5804  0.14
H: 1.1788 5.5965 6.6564  0.09
H: -4.8776 -1.9936 -2.2788  0.09
H: -5.8715 11.0238 0.6049  0.10
H: 5.9573 4.0711 7.1763  0.11
H: 2.0611 -8.8271 -0.9189  0.08
H: -0.1571 -2.2326 4.8721  0.13
H: 2.2086 8.3794 0.3745  0.14
H: 1.3221 -6.2689 -4.1999  0.05
H: -6.4579 0.2851 -6.1372  0.06
H: -0.4497 5.2869 4.9095  0.13
H: 2.3679 -0.4879 5.3870  0.04
H: -7.0304 -4.2607 -1.7319  0.10
H: 3.9881 5.5999 0.1390  0.15
H: 4.4681 -6.2160 -3.8832  0.12
H: -5.0757 8.6122 1.2009  0.15
H: 6.8273 3.2121 2.9989  0.12
H: 0.8431 1.5685 6.1421  0.09
H: -3.1636 -4.1190 -2.8887  0.10
H: -7.5807 -4.7308 1.9778  0.08
H: -0.8630 -5.8473 3.7215  0.07
H: 6.8743 4.7294 -3.6712  0.16
H: -7.4798 -7.6155 -4.8637  0.04
H: 4.4984 -11.5963 -0.0741  0.08
H: 3.8499 0.1597 1.8990  0.12
H: 1.9444 -0.3282 7.0214  0.11